DFT (wB97M-V/def2-TZVPD) results for the molecule C3H6N2O.

Element x y z (Å)
1 O 0.36529 0.00683 2.30435
2 N 0.56383 0.23771 -0.24218
3 N 0.43508 0.91847 -1.45667
4 C -0.38325 -0.67433 1.67263
5 C -0.26188 0.36231 -2.40297
6 C -0.46950 -0.69103 0.16603
7 H -0.36605 -1.78718 -0.20680
8 H -1.49145 -0.34635 0.00764
9 H 0.59859 0.93142 0.54921
10 H -1.18794 -1.27027 2.21509
11 H -0.63500 -0.63386 -2.38872
12 H -0.14515 0.97668 -3.33333

Frontier orbital gap   10.1 eV
Spin multiplicity   1
Energy above the lowest of the compared OMol25 structures with the same formula, charge and spin   72.7 kcal per mole
Largest force on an atom   3.6 eV/Å
HOMO level   -9.28 eV
LUMO energy   0.84 eV
SMILES   C=NNCC=O

Results of the natural (NBO) charge analysis, in e, for atoms 1 through 4: number 1, O, carries -0.516; number 2, N, carries -0.448; number 3, N, carries -0.200; number 4, C, carries 0.444

DFT (wB97M-V/def2-TZVPD) results for a cluster of 2 separate species, C3H6N2O in total.

Element x y z (Å)
1 O -1.40887 0.69673 -0.61300
2 N 1.74034 -0.00555 0.22447
3 N -0.74219 1.92059 1.34986
4 C -0.57646 1.12509 0.39634
5 C 0.55514 0.26635 -0.08859
6 C -0.39150 -0.18091 -1.18230
7 H 0.40251 -3.04656 0.40187
8 H 0.92141 -2.51428 0.45065
9 H -0.12473 0.12350 -2.19623
10 H -1.68439 2.31012 1.35682
11 H -0.70307 -1.22701 -1.15200
12 H 2.01183 0.53193 1.05210

Frontier orbital gap   10.8 eV
Spin multiplicity   1
Energy above the lowest of the compared OMol25 structures with the same formula, charge and spin   72.7 kcal per mole
Largest force on an atom   0.6 eV/Å
HOMO level   -10.57 eV
LUMO energy   0.24 eV
SMILES   [H]/N=C1/CO/C1=N\[H].[H][H]

Results of the natural (NBO) charge analysis, in e, for atoms 1 through 4: number 1, O, carries -0.489; number 2, N, carries -0.549; number 3, N, carries -0.650; number 4, C, carries 0.481